A cluster of 2 separate species, CH2Cl2N2O2 in total. Source: the OMol25 dataset; level of theory: ωB97M-V/def2-TZVPD.

The geometry in XYZ format:
```
9
Properties=species:S:1:pos:R:3:forces:R:3:mulliken_charge:R:1
H -0.296 0.753 0.616 -0.2 -0.1 0.0 0.349
Cl 1.099 1.162 -2.878 0.8 0.5 -0.3 0.088
N -1.083 0.206 -1.237 -0.5 -0.4 -1.2 0.799
C -0.187 0.079 -0.218 1.2 0.7 1.3 -0.463
Cl 2.920 0.985 -0.778 0.7 -0.4 0.1 0.021
O -2.007 0.996 -1.131 -0.3 0.3 0.1 -0.573
H 0.492 -0.750 -0.194 0.0 -0.2 -0.3 0.402
O -0.836 -0.442 -2.261 -0.5 -0.5 0.2 -0.487
N 1.438 1.560 -1.288 -1.2 0.0 0.0 -0.135
```
Positions in Å, forces in eV/Å.

Relative energy (zero: lowest compared OMol25 entry of this formula, charge and spin), kJ/mol: 262.4
Molecular weight, u: 144.945
Gap between HOMO and LUMO (spin up / spin down), eV: 7.97 / 8.24
HOMO level (spin up / spin down), eV: -10.03 / -10.09

=====

A cluster of 2 separate species, C4O3 in total. Source: the OMol25 dataset; level of theory: ωB97M-V/def2-TZVPD.

The geometry in XYZ format:
```
7
Properties=species:S:1:pos:R:3:forces:R:3:mulliken_charge:R:1
C -1.195 -1.019 -0.042 1.2 1.1 0.7 0.793
C -0.038 -0.500 0.288 -1.6 -1.5 -0.6 -0.932
O -0.082 2.234 -0.454 0.2 -0.5 2.0 -0.168
C 0.014 1.863 0.629 -0.2 1.8 -1.8 0.100
C 1.199 -0.523 -0.047 -1.6 -0.8 0.5 0.843
O -2.292 -1.322 -0.201 0.0 -0.4 -0.2 -0.329
O 2.317 -0.531 -0.228 2.2 0.3 -0.5 -0.307
```
Positions in Å, forces in eV/Å.

Relative energy (zero: lowest compared OMol25 entry of this formula, charge and spin), kJ/mol: 34.5
Molecular weight, u: 96.041
Gap between HOMO and LUMO, eV: 10.37
HOMO level, eV: -10.15

=====

An isolated molecule of C5H11N3O. Source: the OMol25 dataset; level of theory: ωB97M-V/def2-TZVPD.

The geometry in XYZ format:
```
20
Properties=species:S:1:pos:R:3:forces:R:3:mulliken_charge:R:1
H -1.946 -1.599 1.249 0.0 0.1 -0.1 0.346
H 2.131 -2.119 -0.255 -0.2 0.3 0.1 0.373
C 1.232 1.828 -0.852 -0.5 0.6 0.1 -0.977
H -0.425 -2.517 1.152 -0.1 0.0 -0.1 0.374
C -2.306 0.703 -0.272 -0.2 -0.2 0.5 -1.045
H -2.490 1.740 -0.550 -0.1 0.0 0.1 0.283
O 1.652 -1.733 0.495 0.2 0.7 0.3 -0.477
C -1.102 -1.860 0.611 0.0 0.0 -0.4 -1.221
N 2.683 0.885 0.753 -0.3 0.5 0.7 -0.656
H 0.554 2.533 -0.373 -0.1 -0.1 -0.2 0.203
N -0.897 0.547 -0.016 -0.4 -1.0 -0.2 -0.375
H -2.899 0.463 0.618 -0.2 0.1 0.0 0.335
H 0.742 1.420 -1.731 0.0 0.0 0.0 0.316
H -2.676 0.063 -1.084 0.1 0.0 0.0 0.335
N 0.963 -0.620 -0.025 1.2 1.2 0.0 0.221
C -0.388 -0.615 0.176 -1.5 1.1 0.3 0.511
H -1.498 -2.383 -0.262 0.0 -0.1 0.0 0.277
C 1.592 0.767 0.133 2.0 -2.4 -1.0 0.533
H 2.952 0.108 1.349 -0.2 -0.3 -0.2 0.274
H 2.126 2.389 -1.115 0.2 -0.2 0.0 0.371
```
Positions in Å, forces in eV/Å.

Relative energy (zero: lowest compared OMol25 entry of this formula, charge and spin), kJ/mol: 319.3
Molecular weight, u: 129.163
Gap between HOMO and LUMO, eV: 9.28
HOMO level, eV: -8.63

=====

A structure of composition C41H37GeN6O4SbSe5Zr. Source: the OMol25 dataset; level of theory: ωB97M-V/def2-TZVPD.

The geometry in XYZ format:
```
96
Properties=species:S:1:pos:R:3:forces:R:3:mulliken_charge:R:1
C 1.747 1.796 -2.737 0.0 0.0 -0.4 0.176
H -0.860 2.201 4.680 0.0 0.0 0.0 0.568
C 4.875 -1.426 1.768 0.2 -0.3 -0.2 -0.168
C -2.995 3.828 0.288 0.3 0.2 0.1 -0.706
C -2.081 1.068 -4.751 0.0 0.0 0.1 -0.647
H -0.477 -2.988 -0.884 0.0 0.0 0.0 0.186
H -3.859 4.486 0.254 0.0 0.0 0.0 0.377
Se 4.364 5.442 3.807 0.0 -0.2 -0.1 -0.649
C 5.607 -3.205 0.248 0.1 0.0 -0.1 -0.568
H -4.214 2.188 -0.144 0.0 0.0 0.0 0.176
C -5.396 -0.545 -1.764 0.0 0.0 0.2 -0.420
N 0.416 0.923 3.508 -0.3 0.3 0.0 -0.306
H 1.227 1.020 4.101 0.2 0.1 0.0 0.295
C -6.763 -0.782 -1.618 0.2 0.0 0.0 -0.716
N 3.257 -1.279 -1.536 0.2 0.0 -0.2 -0.705
C 2.017 -1.653 5.098 0.1 0.0 -0.1 -0.928
H -2.478 1.942 -2.830 0.0 -0.1 0.0 0.195
H -2.864 -2.682 -0.457 0.0 -0.1 0.0 0.630
C 2.370 0.532 -5.118 0.0 0.0 0.2 -0.638
H 4.279 -3.602 -1.436 0.1 0.1 -0.1 0.520
Sb 5.266 3.372 2.997 0.2 0.5 0.4 0.303
H -2.583 -1.920 1.094 0.0 0.0 0.0 0.493
H 2.618 0.024 -6.046 0.0 0.0 0.0 0.346
H -4.569 -0.159 1.500 -0.1 -0.1 -0.1 0.282
C -1.790 -0.096 -5.452 0.0 0.0 0.1 -0.438
Se 5.644 3.756 0.442 -0.3 0.2 0.1 -0.447
H 6.886 -2.391 1.722 0.0 -0.1 0.0 0.378
C 2.686 -0.081 -3.910 -0.1 0.2 -0.1 -0.609
H -1.621 -0.058 -6.523 0.0 0.0 0.1 0.326
C -3.204 2.529 0.053 0.2 -0.1 0.1 -1.283
C -2.206 -0.192 -2.688 0.1 0.0 -0.2 0.165
C -7.334 -0.813 -0.353 0.1 0.0 0.1 -0.452
C -6.538 -0.585 0.767 0.1 0.0 -0.1 -0.832
C -1.712 4.489 0.621 -0.3 -0.1 0.0 -0.663
C 1.338 -2.857 5.227 0.0 -0.1 -0.2 -0.261
H -7.380 -0.956 -2.494 0.0 0.0 0.0 0.383
C 0.199 -1.414 0.300 -1.0 0.0 0.2 1.279
C 2.210 -3.577 3.070 0.1 -0.1 -0.4 1.096
C -5.175 -0.344 0.613 -0.1 0.0 -0.2 -0.188
N 2.721 0.006 -1.449 -0.5 -0.2 -0.1 1.114
C -1.903 -1.352 -3.401 0.0 0.1 -0.1 -0.516
N 2.353 -4.546 2.147 0.0 0.3 0.5 -1.074
C 3.756 -1.755 -0.452 0.0 0.0 -0.1 -0.022
C -1.220 1.487 1.344 -0.1 0.6 -0.5 0.315
H -1.446 -2.214 -5.316 0.0 0.0 0.0 0.364
O -0.948 2.049 -0.694 0.0 0.0 0.1 -0.222
H 0.897 -4.757 4.306 0.0 0.0 0.0 0.409
H 0.728 -3.036 6.107 0.0 0.0 0.0 0.343
H -0.020 0.052 3.787 0.0 -0.1 0.0 0.103
C -0.245 2.444 0.544 -0.5 -0.5 0.3 1.199
H 0.948 3.363 -3.947 0.0 -0.1 0.0 0.361
C 1.425 -3.814 4.227 0.0 0.1 0.1 -0.536
C -2.201 -1.998 0.074 0.9 0.1 0.0 -1.689
Ge -2.577 -0.238 -0.792 -0.6 0.0 0.1 2.995
Zr 1.875 0.326 0.494 1.0 0.0 -0.9 -2.836
C -0.728 -2.564 0.086 -0.5 0.4 0.2 -0.716
C 4.307 -3.130 -0.457 -0.6 -0.3 0.8 -1.504
C 1.441 2.395 -3.951 0.0 0.0 0.1 -0.770
C 1.751 1.778 -5.159 0.1 -0.1 0.1 -0.601
C 2.852 -2.275 3.056 -0.2 -0.2 -0.4 -0.277
H 1.518 2.255 -6.106 0.0 0.0 0.1 0.384
H -2.345 1.083 3.128 -0.1 0.0 -0.1 0.383
H -2.132 2.018 -5.274 0.0 -0.1 0.0 0.345
C -4.571 -0.329 -0.653 -0.2 -0.2 0.0 -0.397
H 3.161 -1.047 -3.883 0.1 -0.1 0.0 0.390
N 3.637 -2.120 1.909 0.0 0.4 0.1 0.480
O 0.845 -1.189 1.394 -1.2 -1.7 -0.4 -0.240
H 0.359 4.515 1.008 -0.1 0.0 0.0 0.516
H 0.025 2.969 3.368 0.1 0.0 0.0 0.456
C -1.695 -1.307 -4.776 0.0 0.1 0.1 -0.794
H 1.476 2.288 -1.823 0.0 0.2 0.3 0.450
H 1.983 -0.898 5.879 0.0 0.0 -0.1 0.369
C -1.710 1.881 2.721 0.1 -0.2 -0.1 -1.184
H -8.394 -1.019 -0.237 0.1 0.0 0.0 0.351
N 2.754 -1.373 4.009 0.1 0.0 0.0 -0.182
O 1.082 2.171 0.538 -1.5 0.7 -0.3 0.170
C -2.085 1.517 0.038 0.4 -0.1 0.2 1.259
Se 2.766 -4.342 0.389 0.1 0.1 -0.4 -0.024
Se 3.380 1.607 2.174 1.0 0.8 2.5 -0.591
H 5.155 -0.735 2.547 0.1 0.3 0.1 0.644
C -2.286 1.022 -3.376 0.1 -0.1 -0.1 0.068
H -0.557 -3.309 0.857 -0.1 -0.1 0.0 0.378
C -0.515 3.916 0.768 0.1 -0.1 -0.1 -1.420
H -1.772 5.562 0.780 0.0 0.0 0.0 0.373
H -1.810 -2.300 -2.880 0.0 0.0 0.0 0.200
H -0.764 0.518 1.449 0.2 -0.2 -0.1 -0.075
C 5.912 -2.367 1.242 0.1 0.3 0.0 -1.012
O 0.216 -0.508 -0.594 -0.4 -0.8 0.1 0.187
C 3.736 -1.032 0.854 -0.8 -0.7 0.0 2.592
H 6.321 -3.956 -0.078 0.0 0.0 0.0 0.373
H -6.978 -0.609 1.758 0.0 0.0 0.0 0.395
C -0.510 2.062 3.650 0.2 -0.3 0.0 -1.178
C 2.384 0.546 -2.686 0.1 0.0 0.0 0.255
Se 4.007 2.040 0.016 2.4 1.1 -1.4 0.416
H -4.959 -0.528 -2.760 0.0 0.0 0.1 0.341
H -2.306 2.788 2.678 -0.1 0.1 0.1 0.333
```
Positions in Å, forces in eV/Å.

Relative energy (zero: lowest compared OMol25 entry of this formula, charge and spin), kJ/mol: 641.4
Molecular weight, u: 1358.179
Gap between HOMO and LUMO, eV: 4.61
Charge: -2
HOMO level, eV: -1.15

=====

A cluster of 2 separate species, C3H9N4OS in total. Source: the OMol25 dataset; level of theory: ωB97M-V/def2-TZVPD.

The geometry in XYZ format:
```
18
Properties=species:S:1:pos:R:3:forces:R:3:mulliken_charge:R:1
N 0.987 -2.175 0.277 1.7 2.3 0.5 -0.402
C -0.044 -1.445 -0.175 0.6 0.9 -0.5 0.766
H -0.315 2.023 -0.907 0.7 -0.1 -0.2 0.233
H -1.824 -1.608 -1.123 -0.8 0.3 -0.4 0.167
H -2.185 2.605 0.591 0.5 -2.0 -0.4 0.367
H -2.762 0.955 0.921 1.0 -0.2 0.8 0.320
S -1.003 0.886 -0.766 -1.1 -0.2 0.7 0.075
N -1.130 -2.079 -0.608 0.2 -1.0 0.8 -0.361
C -1.816 1.499 0.768 -0.2 3.2 -1.0 -0.872
C 2.382 0.901 -0.110 -0.2 2.1 -1.4 0.847
H 2.461 2.703 -0.779 1.9 2.4 -1.0 0.220
H 0.790 -3.010 0.718 -0.4 -2.1 0.7 0.239
O 2.776 -0.148 0.098 1.3 -1.7 1.0 -0.472
H 1.818 -1.663 0.696 -1.7 -0.8 -1.0 0.287
N 1.943 1.980 -0.446 -2.0 -2.2 1.4 -0.564
H -1.252 -3.053 -0.375 -0.1 0.1 -0.4 0.207
H -0.980 1.762 1.466 -1.1 -1.4 0.1 0.360
N 0.153 -0.133 -0.246 -0.3 0.5 0.2 -0.415
```
Positions in Å, forces in eV/Å.

Relative energy (zero: lowest compared OMol25 entry of this formula, charge and spin), kJ/mol: 99.5
Molecular weight, u: 149.199
Gap between HOMO and LUMO, eV: 10.70
Charge: +1
HOMO level, eV: -13.79

=====

An isolated molecule of C10H17N. Source: the OMol25 dataset; level of theory: ωB97M-V/def2-TZVPD.

The geometry in XYZ format:
```
28
Properties=species:S:1:pos:R:3:forces:R:3:mulliken_charge:R:1
C -1.842 -1.405 0.169 -0.2 -0.8 0.0 -0.407
H 0.511 2.168 1.119 0.5 0.0 -0.2 0.408
C 1.633 -0.189 1.172 -0.3 -0.3 1.2 -1.198
H 0.439 1.843 -1.583 -0.4 -0.1 0.1 0.360
H -1.618 -1.121 -1.957 0.6 0.1 0.5 0.302
C -1.168 1.892 -0.139 0.2 1.8 -0.7 -0.573
H -0.877 1.673 2.000 0.1 -0.5 -0.2 0.372
C -0.452 1.239 -1.324 1.1 0.8 0.5 -1.186
H -1.292 3.011 -0.264 0.4 -1.1 0.1 0.416
H -1.079 1.221 -2.201 -0.1 -0.4 -0.4 0.369
H 1.557 -1.622 -1.272 0.0 0.2 0.7 0.395
H 2.007 0.515 1.980 -0.5 -0.6 -1.0 0.372
H 1.725 -1.212 1.617 0.1 0.4 -0.4 0.348
H -1.483 -0.716 2.222 0.4 0.2 -0.6 0.326
C 0.127 0.028 0.783 -0.6 0.8 0.4 1.376
C -0.974 -1.298 -1.060 1.3 0.7 -1.8 -1.139
H 3.281 -0.492 -0.077 -0.2 0.2 0.2 0.273
H -0.330 -1.904 1.714 -0.4 0.3 -0.6 0.299
H -0.320 -2.174 -1.350 -1.1 0.4 0.8 0.325
N 2.380 -0.020 -0.079 0.0 0.3 0.9 -0.354
C -0.913 -1.035 1.319 0.8 -0.1 1.4 -1.174
H 1.910 -0.188 -2.115 -0.4 0.4 0.5 0.381
C 0.062 -0.100 -0.784 -0.1 -1.6 -0.1 1.325
H -2.170 1.555 -0.037 -1.0 -0.7 0.0 0.288
H -2.692 -0.694 0.093 0.5 -0.4 0.1 0.284
C -0.341 1.503 1.053 0.1 -0.3 0.7 -1.251
H -2.274 -2.431 0.231 0.2 0.7 0.3 0.413
C 1.543 -0.518 -1.116 -1.0 -0.5 -2.4 -1.351
```
Positions in Å, forces in eV/Å.

Relative energy (zero: lowest compared OMol25 entry of this formula, charge and spin), kJ/mol: 133.7
Molecular weight, u: 151.253
Gap between HOMO and LUMO, eV: 9.63
HOMO level, eV: -8.65

=====

A structure of composition C21H27AsIrN3O9P2S. Source: the OMol25 dataset; level of theory: ωB97M-V/def2-TZVPD.

The geometry in XYZ format:
```
65
Properties=species:S:1:pos:R:3:forces:R:3:mulliken_charge:R:1
C 2.144 2.937 -2.345 0.0 0.0 0.0 -1.582
H -1.839 -4.477 -0.257 0.0 0.0 0.0 0.300
C -1.746 -4.087 -1.263 0.0 0.0 0.0 -0.156
P 0.330 3.779 -0.401 0.0 0.1 0.1 0.740
C 1.449 -3.984 0.695 0.0 0.0 0.0 -0.301
C -1.545 -3.126 -3.845 0.0 0.0 0.0 -1.004
H -2.837 4.088 0.294 0.0 0.0 0.0 0.349
C -0.177 -2.340 -0.353 -0.1 0.0 -0.1 2.797
C 0.262 1.001 4.080 0.3 0.1 -0.1 0.523
H -2.868 -4.725 -4.392 0.0 0.0 0.0 0.392
C -2.429 -4.718 -2.291 0.0 0.0 0.0 -0.919
O 0.395 3.849 1.137 -0.1 -0.1 -0.1 -1.036
P 2.814 2.449 0.295 0.0 -0.1 -0.1 0.256
H -3.913 1.921 3.689 0.0 0.0 0.0 0.489
O -0.123 5.137 -1.070 0.0 0.0 0.0 -0.581
H 0.563 5.818 -1.011 0.0 0.0 -0.1 0.406
N -0.569 -0.214 0.611 0.3 0.1 0.2 0.053
H 4.630 -4.812 -0.115 0.0 0.0 0.0 0.399
H 2.849 -5.384 1.507 0.0 0.0 0.0 0.395
H -1.463 -2.741 -4.853 0.0 0.0 0.0 0.409
C -2.840 1.783 3.563 0.0 0.0 0.0 -1.230
C 2.675 -4.631 0.750 0.0 0.0 0.0 -0.872
H -3.954 4.024 1.683 0.0 0.0 0.0 0.477
C 2.203 -2.696 -1.176 0.0 0.0 0.0 -0.023
H 4.396 1.100 -0.217 0.0 0.0 0.0 0.352
O 1.945 1.265 0.529 0.0 0.1 0.1 -0.575
N -0.925 -2.397 0.885 0.0 0.0 0.0 0.172
S 0.102 0.511 5.595 0.0 0.0 0.1 -0.395
H -2.272 4.572 1.907 0.0 0.0 0.0 0.343
C -2.922 3.890 1.361 0.0 0.0 0.0 -1.245
H 4.198 -3.088 -1.840 0.0 0.0 0.0 0.413
H -2.297 2.489 4.189 0.0 0.0 0.0 0.383
H -4.639 1.366 0.899 0.0 0.0 0.0 0.512
C -0.026 -0.801 -0.496 0.0 0.0 0.1 -0.127
Ir -0.150 1.692 1.109 0.1 0.5 -0.3 1.661
O -0.572 2.646 -0.838 0.0 -0.1 0.1 -0.786
C 3.673 -4.310 -0.157 0.0 0.0 0.0 -0.449
C -0.856 -2.496 -2.817 0.0 0.0 0.0 -0.126
H 2.017 -1.945 -1.931 0.0 0.0 0.0 0.405
O -1.675 -0.954 2.511 0.0 0.0 0.0 -0.602
C 3.429 -3.341 -1.120 0.0 0.0 0.0 -1.036
C -0.958 -2.968 -1.513 0.0 0.0 0.0 -0.488
C 1.201 -3.007 -0.262 0.0 0.0 0.1 -0.244
O 2.685 4.848 -0.951 0.0 0.0 0.0 -0.609
H -3.524 -0.021 0.994 0.0 0.0 0.0 0.296
H 3.184 2.825 -2.649 0.0 0.0 0.0 0.394
O 3.111 3.382 1.533 0.0 0.0 0.0 -0.630
C -1.101 -1.173 1.463 0.0 -0.1 -0.1 -0.533
H 2.258 3.658 1.932 0.0 0.0 0.0 0.504
O 4.258 2.057 -0.193 0.0 0.0 0.0 -0.562
H -0.244 -1.630 -3.026 0.0 0.0 0.0 0.512
As -2.379 2.072 1.721 -0.1 -0.1 0.1 0.825
C 2.073 3.549 -0.957 0.0 0.0 0.0 1.260
H 0.695 -4.253 1.424 0.0 0.0 0.0 0.233
H 3.119 4.999 -0.101 0.0 0.0 0.0 0.443
O 0.495 -0.235 -1.433 0.0 0.0 0.0 -0.510
H -3.398 1.132 -0.362 0.0 0.0 0.0 0.351
H 1.643 1.967 -2.347 0.0 0.0 0.0 0.254
C -2.333 -4.237 -3.588 0.0 0.0 0.0 -0.424
H -2.551 0.769 3.827 0.0 0.0 0.0 0.292
N 0.445 1.413 2.990 -0.4 -0.5 -0.1 -0.471
H -3.039 -5.586 -2.075 0.0 0.0 0.0 0.390
C -3.626 1.020 0.697 0.0 0.0 0.0 -1.201
H -1.094 -3.222 1.430 -0.1 0.0 0.0 0.344
H 1.641 3.593 -3.057 0.0 0.0 0.0 0.395
```
Positions in Å, forces in eV/Å.

Relative energy (zero: lowest compared OMol25 entry of this formula, charge and spin), kJ/mol: 26.3
Molecular weight, u: 826.613
Gap between HOMO and LUMO, eV: 7.93
HOMO level, eV: -7.79

=====

A cluster of 2 separate species, CHNO4S3 in total. Source: the OMol25 dataset; level of theory: ωB97M-V/def2-TZVPD.

The geometry in XYZ format:
```
10
Properties=species:S:1:pos:R:3:forces:R:3:mulliken_charge:R:1
O 2.716 -2.154 0.811 0.0 1.3 -1.8 -0.518
S 2.830 -0.957 -0.102 1.9 -0.2 2.0 0.578
S 3.915 -1.277 -1.924 -0.7 0.0 1.0 -0.592
S -0.376 -0.016 1.012 0.1 -0.6 0.2 -0.244
O -3.316 -0.644 -0.141 0.5 -0.6 -0.1 -0.598
O -3.596 1.539 -0.592 -0.4 1.1 -0.8 -0.659
C -3.031 0.521 -0.264 1.1 0.5 1.6 0.595
O 3.459 0.192 0.636 -0.9 -1.1 -1.2 -0.502
N -1.509 0.958 0.378 -1.0 -1.5 -0.4 -0.292
H -1.092 1.838 0.185 -0.5 1.1 -0.5 0.232
```
Positions in Å, forces in eV/Å.

Relative energy (zero: lowest compared OMol25 entry of this formula, charge and spin), kJ/mol: 115.6
Molecular weight, u: 187.223
Gap between HOMO and LUMO (spin up / spin down), eV: 5.95 / 6.74
Charge: -2
HOMO level (spin up / spin down), eV: -1.04 / -1.31